Entry 1:
Density functional theory data (ωB97M-V/def2-TZVPD) for C53H57BBiF5N6S as an isolated structure.

Summary:
E_HOMO (eV): -7.591

CARTESIAN COORDINATES (ANGSTROEM)
Bi -0.020 -0.026 0.140
C 1.490 0.575 -2.391
C 2.372 0.810 -1.291
C 2.554 -0.443 -0.629
C 1.681 -1.378 -1.309
C 1.150 -0.776 -2.470
C 0.732 -1.544 -3.713
C 0.015 -2.851 -3.377
C 2.052 -1.894 -4.429
C -0.116 -0.728 -4.684
C 3.683 -0.985 0.275
C 5.046 -0.544 -0.283
C 3.597 -0.602 1.756
C 3.701 -2.518 0.193
C 3.040 2.180 -1.141
C 3.434 2.509 0.303
C 2.099 3.290 -1.638
C 4.282 2.250 -2.049
H 1.199 1.327 -3.108
H 1.652 -2.438 -1.116
H 0.643 -3.510 -2.774
H -0.233 -3.381 -4.300
H -0.908 -2.659 -2.832
H 2.727 -2.430 -3.759
H 2.559 -0.987 -4.763
H 1.856 -2.524 -5.301
H -1.126 -0.594 -4.314
H -0.177 -1.250 -5.642
H 0.318 0.256 -4.870
H 5.263 0.500 -0.075
H 5.094 -0.702 -1.362
H 5.835 -1.139 0.183
H 3.692 0.470 1.916
H 4.404 -1.094 2.304
H 2.654 -0.919 2.199
H 3.927 -2.855 -0.821
H 2.754 -2.955 0.494
H 4.474 -2.901 0.860
H 2.637 2.252 1.002
H 3.639 3.577 0.398
H 4.332 1.981 0.616
H 1.123 3.241 -1.164
H 1.950 3.244 -2.717
H 2.541 4.264 -1.416
H 5.054 1.542 -1.758
H 4.711 3.254 -2.011
H 4.003 2.038 -3.083
C -1.725 -5.128 -0.920
C -0.999 -4.201 -0.005
C -0.056 -4.496 0.956
C 0.229 -3.279 1.587
N -0.452 -2.297 0.990
N -1.246 -2.876 0.037
B -2.657 -2.255 -0.277
N -2.767 -1.370 -1.534
N -2.142 -0.170 -1.598
C -2.735 0.525 -2.561
C -3.742 -0.252 -3.163
C -3.740 -1.442 -2.475
C -4.614 -2.636 -2.672
C -2.341 1.899 -2.909
C -1.756 2.743 -1.971
C -1.419 4.047 -2.295
C -1.656 4.526 -3.575
C -2.236 3.693 -4.522
C -2.579 2.392 -4.191
N -3.055 -1.398 0.936
N -2.417 -0.227 1.190
C -3.074 0.347 2.198
C -4.109 -0.490 2.637
C -4.068 -1.586 1.802
C -4.955 -2.786 1.777
C -2.842 1.723 2.669
C -2.897 2.778 1.765
C -2.798 4.089 2.208
C -2.630 4.356 3.559
C -2.569 3.305 4.466
C -2.686 1.996 4.025
C 1.004 -3.113 2.829
C 2.138 -3.886 3.080
C 2.816 -3.761 4.279
C 2.366 -2.867 5.244
C 1.221 -2.123 5.015
C 0.532 -2.259 3.819
H -1.205 -6.083 -0.956
H -2.744 -5.303 -0.571
H -1.781 -4.721 -1.929
H 0.316 -5.470 1.226
H -3.420 -3.164 -0.401
H -4.398 0.023 -3.971
H -5.198 -2.506 -3.582
H -4.027 -3.549 -2.766
H -5.305 -2.770 -1.840
H -1.592 2.385 -0.965
H -0.975 4.689 -1.545
H -1.395 5.545 -3.832
H -2.419 4.057 -5.525
H -3.017 1.746 -4.941
H -4.822 -0.291 3.418
H -5.709 -2.692 2.557
H -5.464 -2.885 0.818
H -4.392 -3.703 1.951
H -3.061 2.565 0.715
H -2.856 4.902 1.494
H -2.551 5.378 3.906
H -2.432 3.507 5.520
H -2.632 1.176 4.731
H 2.493 -4.579 2.329
H 3.701 -4.357 4.462
H 2.907 -2.759 6.176
H 0.858 -1.431 5.764
H -0.380 -1.703 3.649
F 1.296 6.520 3.214
C 1.110 5.204 3.089
C 0.612 4.674 1.916
F 0.295 5.475 0.892
C 0.411 3.312 1.821
F -0.116 2.842 0.669
C 0.702 2.419 2.838
S 0.473 0.690 2.738
C 1.201 2.989 4.009
F 1.505 2.212 5.053
C 1.401 4.350 4.141
F 1.876 4.853 5.282

Löwdin population analysis, charges in e, atoms 1 to 2: atom 1 (Bi): 1.898, atom 2 (C): -0.072

=====

Entry 2:
Density functional theory data (ωB97M-V/def2-TZVPD) for C10H15AlClI2N2O2P as an isolated structure.

Summary:
E_HOMO (eV): -15.336
Energy above the lowest of the compared OMol25 structures with the same formula, charge and spin (eV): 0.199
Total charge: +2

CARTESIAN COORDINATES (ANGSTROEM)
I -3.276 -2.089 -1.122
I -2.679 0.418 -0.633
Al 1.256 -0.253 0.127
P 0.284 0.049 -2.128
C -0.935 0.085 -3.531
C 1.233 1.493 -2.741
H 2.194 -1.462 -2.270
H 1.479 -1.149 -3.878
H 0.630 -2.237 -2.786
C 1.260 -1.341 -2.822
H 2.165 1.617 -2.187
H 1.460 1.383 -3.806
H -0.404 0.167 -4.505
H -1.617 0.952 -3.481
H 0.609 2.394 -2.682
H -1.536 -0.837 -3.563
C -5.495 -0.852 0.808
O -6.046 0.149 0.826
Cl 3.311 0.142 0.139
N 0.776 0.896 6.982
C -0.015 0.118 6.203
O -0.892 -0.560 6.721
C 0.300 0.119 4.722
C 1.371 0.845 4.177
C 1.561 0.817 2.817
N 0.817 0.032 1.982
C -0.203 -0.713 2.525
C -0.447 -0.711 3.879
H 0.592 0.994 7.965
H 1.487 1.512 6.604
H 2.043 1.445 4.800
H 2.401 1.308 2.357
H -0.776 -1.355 1.843
H -1.229 -1.351 4.315

natural (NBO) population analysis, charges in e, atoms 1 to 2: atom 1 (I): 0.111, atom 2 (I): 0.018

=====

Entry 3:
Density functional theory data (ωB97M-V/def2-TZVPD) for a 7-piece molecular cluster, C30H52B2N3O22 overall.

Summary:
E_HOMO (eV): -11.731
Energy above the lowest of the compared OMol25 structures with the same formula, charge and spin (eV): 1.252
Total charge: +1

CARTESIAN COORDINATES (ANGSTROEM)
N 7.741 -2.786 1.336
C 7.002 -2.384 0.335
N 6.939 -3.162 -0.806
C 5.648 -3.915 -0.770
C 4.456 -3.105 -0.232
C 3.689 -3.888 0.857
B 3.090 -5.260 0.356
O 2.769 -6.236 1.282
O 2.908 -5.553 -0.953
C 4.778 -1.689 0.312
C 3.989 -0.568 -0.396
B 3.204 0.380 0.611
O 3.623 0.609 1.919
O 2.102 1.026 0.208
N 6.247 -1.300 0.321
H 7.920 -3.769 1.486
H 8.102 -2.142 2.026
H 6.912 -2.505 -1.580
H 5.818 -4.835 -0.219
H 5.437 -4.229 -1.784
H 3.742 -2.985 -1.035
H 4.301 -3.985 1.752
H 2.846 -3.256 1.152
H 2.179 -5.887 1.966
H 2.254 -6.269 -0.991
H 4.456 -1.646 1.346
H 3.244 -0.977 -1.075
H 4.666 0.020 -1.012
H 3.038 0.124 2.520
H 1.810 0.687 -0.655
H 6.425 -0.716 1.134
C -1.014 4.983 -1.575
C 0.296 4.248 -1.471
C 1.363 4.742 -2.403
O 2.182 3.565 -2.576
C 1.377 2.501 -2.390
O 1.686 1.368 -2.631
O 0.181 2.870 -1.898
H -1.771 4.491 -0.979
H -0.910 6.006 -1.237
H -1.376 4.987 -2.605
H 0.646 4.244 -0.434
H 1.944 5.558 -1.993
H 0.975 5.033 -3.380
C -4.118 6.784 3.811
C -3.761 5.923 2.626
C -2.402 6.200 2.038
O -2.580 5.778 0.676
C -3.901 5.932 0.380
O -4.355 5.846 -0.713
O -4.618 6.194 1.503
H -5.156 6.623 4.101
H -3.477 6.552 4.662
H -4.015 7.842 3.567
H -3.878 4.866 2.884
H -1.607 5.634 2.518
H -2.141 7.260 2.040
C -3.781 0.012 2.031
C -3.867 0.334 3.502
C -5.231 0.769 3.979
O -4.903 1.579 5.117
C -3.665 2.088 4.906
O -3.165 2.941 5.562
O -3.075 1.490 3.836
H -2.746 -0.165 1.739
H -4.368 -0.876 1.797
H -4.145 0.845 1.428
H -3.492 -0.506 4.094
H -5.869 -0.062 4.268
H -5.757 1.392 3.252
C -0.328 -6.053 -4.312
C -0.935 -5.048 -3.366
C -0.248 -4.937 -2.028
O -1.309 -4.479 -1.182
C -2.476 -4.928 -1.724
O -3.532 -4.885 -1.185
O -2.260 -5.436 -2.963
H -0.951 -6.168 -5.197
H 0.667 -5.736 -4.624
H -0.255 -7.036 -3.842
H -1.008 -4.071 -3.853
H 0.578 -4.229 -2.028
H 0.101 -5.901 -1.646
C 4.441 8.751 1.571
C 3.849 7.963 0.430
C 4.051 8.571 -0.935
O 2.929 8.046 -1.662
C 1.942 7.814 -0.762
O 0.819 7.549 -1.049
O 2.411 7.924 0.505
H 4.143 8.320 2.526
H 5.529 8.754 1.512
H 4.083 9.781 1.559
H 4.210 6.930 0.459
H 4.987 8.275 -1.403
H 3.978 9.660 -0.932
C -5.608 -6.556 -1.848
C -6.627 -7.669 -1.829
C -6.339 -8.774 -0.845
O -7.001 -9.893 -1.448
C -7.024 -9.672 -2.790
O -7.334 -10.479 -3.601
O -6.637 -8.399 -3.069
H -5.813 -5.868 -2.668
H -5.625 -6.001 -0.915
H -4.608 -6.951 -2.007
H -7.631 -7.259 -1.678
H -6.739 -8.579 0.148
H -5.274 -9.006 -0.766

Löwdin population analysis, charges in e, atoms 1 to 2: atom 1 (N): 0.271, atom 2 (C): -0.395

=====

Entry 4:
Density functional theory data (ωB97M-V/def2-TZVPD) for C25H25N6O8PdS3 as an isolated structure.

Summary:
E_HOMO (eV): -5.234
Energy above the lowest of the compared OMol25 structures with the same formula, charge and spin (eV): 2.053
Total charge: -1

CARTESIAN COORDINATES (ANGSTROEM)
Pd -0.187 -0.751 -0.534
C -4.784 -5.031 -1.052
C -4.296 -3.626 -0.855
C -3.544 -2.996 -1.840
C -3.062 -1.710 -1.660
C -3.316 -1.041 -0.471
C -4.101 -1.638 0.508
C -4.580 -2.923 0.312
S -2.615 0.566 -0.167
O -3.599 1.360 0.507
O -2.030 0.994 -1.430
N -1.299 0.314 0.697
C -1.389 -0.264 2.037
C -0.157 -1.112 2.312
O 0.091 -1.638 3.369
O 0.653 -1.242 1.279
H -5.242 -5.156 -2.033
H -5.518 -5.307 -0.296
H -3.954 -5.738 -0.988
H -3.330 -3.519 -2.763
H -2.499 -1.212 -2.440
H -4.347 -1.096 1.409
H -5.190 -3.387 1.077
H -2.264 -0.905 2.193
H -1.430 0.557 2.758
N 2.864 -1.638 -0.667
C 1.862 -2.540 -0.545
S 0.728 -2.678 -1.823
N 1.990 -3.411 0.468
C 1.010 -4.198 1.134
C 1.482 -4.927 2.223
C 0.626 -5.710 2.972
C -0.721 -5.776 2.648
C -1.191 -5.041 1.575
C -0.342 -4.251 0.811
H 2.696 -0.930 -1.372
H 3.190 -1.229 0.202
H 2.756 -3.186 1.092
H 2.527 -4.858 2.499
H 1.012 -6.260 3.819
H -1.394 -6.387 3.234
H -2.242 -5.063 1.318
H -0.740 -3.681 -0.013
O 0.057 0.274 -3.383
H -0.666 0.806 -3.018
H -0.363 -0.392 -3.933
O 4.155 7.506 -3.431
S 4.634 8.137 -2.216
O 4.450 9.571 -2.153
O 5.923 7.660 -1.745
C 3.515 7.478 -0.940
N 3.140 8.271 0.055
C 2.359 7.737 0.980
C 1.944 6.417 0.953
C 2.413 5.670 -0.122
N 3.183 6.200 -1.063
C 2.077 4.233 -0.296
C 1.820 3.386 0.775
C 1.532 2.057 0.524
N 1.471 1.527 -0.692
C 1.722 2.343 -1.719
C 2.034 3.685 -1.576
H 2.044 8.395 1.784
H 1.285 6.010 1.706
H 1.862 3.739 1.796
H 1.344 1.364 1.345
H 1.679 1.891 -2.703
H 2.260 4.301 -2.434

natural (NBO) population analysis, charges in e, atoms 1 to 2: atom 1 (Pd): 0.952, atom 2 (C): -0.632

=====

Entry 5:
Density functional theory data (ωB97M-V/def2-TZVPD) for the molecule C4H6O.

Summary:
E_HOMO (eV): -8.679
SMILES: C=COC=C
Energy above the lowest of the compared OMol25 structures with the same formula, charge and spin (eV): 1.086

CARTESIAN COORDINATES (ANGSTROEM)
C -2.345 -0.270 -0.054
C -1.191 0.404 -0.034
O -0.027 -0.274 0.176
C 1.192 0.380 0.039
C 2.361 -0.267 -0.095
H -3.324 0.202 -0.228
H -2.329 -1.339 -0.035
H -1.060 1.478 -0.069
H 1.102 1.460 0.093
H 2.409 -1.346 -0.113
H 3.313 0.256 -0.193

natural (NBO) population analysis, charges in e, atoms 1 to 2: atom 1 (C): -0.485, atom 2 (C): 0.138

=====

Entry 6:
Density functional theory data (ωB97M-V/def2-TZVPD) for a 3-piece molecular cluster, C16H42ClN6 overall.

Summary:
E_HOMO (eV): -10.083
Total charge: +1

CARTESIAN COORDINATES (ANGSTROEM)
C 1.422 -3.296 0.648
C 0.048 -3.393 0.009
Cl 0.158 -3.409 -1.775
C -0.831 -2.220 0.440
N -2.128 -2.129 -0.251
C -3.250 -2.696 0.216
N -4.506 -2.138 0.007
N -3.219 -3.847 0.844
N -4.346 -4.437 1.448
H 1.349 -3.508 1.719
H 1.851 -2.300 0.517
H 2.097 -4.029 0.210
H -0.394 -4.352 0.293
H -1.001 -2.257 1.522
H -0.295 -1.299 0.212
H -2.340 -1.200 -0.598
H -4.568 -1.601 -0.851
H -4.835 -1.582 0.791
H -2.336 -4.296 1.038
H -4.301 -5.435 1.268
H -5.158 -4.056 0.966
C -4.926 2.228 -1.714
C -3.552 2.875 -1.765
N -2.465 1.903 -1.744
C -1.160 2.503 -1.490
C -0.598 3.485 -2.521
C -2.502 0.909 -2.807
C -2.506 1.377 -4.265
H -4.998 1.548 -0.861
H -5.694 2.993 -1.602
H -5.156 1.671 -2.624
H -3.421 3.509 -0.885
H -3.508 3.546 -2.635
H -0.444 1.686 -1.348
H -1.231 3.018 -0.527
H -0.265 2.987 -3.430
H 0.264 4.001 -2.097
H -1.331 4.244 -2.796
H -3.397 0.295 -2.650
H -1.645 0.245 -2.645
H -3.227 2.180 -4.424
H -2.791 0.549 -4.916
H -1.531 1.731 -4.590
C 2.781 1.649 0.323
C 2.950 0.904 1.636
N 4.074 -0.014 1.633
C 4.062 -0.930 2.760
C 4.222 -0.362 4.173
C 5.367 0.566 1.285
C 5.863 1.746 2.125
H 2.761 0.956 -0.520
H 1.841 2.204 0.342
H 3.582 2.369 0.153
H 2.056 0.297 1.823
H 2.987 1.639 2.456
H 4.835 -1.684 2.590
H 3.102 -1.458 2.708
H 5.245 -0.047 4.373
H 3.967 -1.129 4.907
H 3.564 0.491 4.345
H 5.321 0.879 0.240
H 6.097 -0.246 1.319
H 5.084 2.499 2.260
H 6.699 2.230 1.619
H 6.208 1.441 3.112

natural (NBO) population analysis, charges in e, atoms 1 to 2: atom 1 (C): -0.631, atom 2 (C): -0.195

=====

Entry 7:
Density functional theory data (ωB97M-V/def2-TZVPD) for C27H14BrF4I2MoNOP as an isolated structure.

Summary:
E_HOMO (spin up / spin down) (eV): -16.986 / -16.959
⟨S²⟩: 2.0498
Spin multiplicity: 3
Total charge: +3

CARTESIAN COORDINATES (ANGSTROEM)
Mo 0.444 -1.602 -0.526
I 1.860 3.527 0.260
C 2.594 1.643 0.298
C 3.887 1.328 0.682
C 4.392 0.012 0.686
I 6.297 -0.227 1.313
C 3.565 -1.126 0.284
C 4.125 -2.462 0.165
C 3.531 -3.682 0.086
C 2.140 -4.008 0.121
N 1.163 -3.219 -0.198
C 2.268 -0.803 0.002
C 1.790 0.534 -0.071
O 0.572 0.522 -0.525
H 4.547 2.128 0.989
H 5.208 -2.501 0.195
H 4.189 -4.542 0.095
H 1.852 -5.016 0.422
F -0.191 -4.695 -6.665
C -0.482 -3.935 -5.647
C -1.807 -3.700 -5.312
F -2.768 -4.239 -6.014
C -2.101 -2.891 -4.222
F -3.374 -2.666 -3.934
C -1.102 -2.324 -3.450
P -1.419 -1.211 -2.100
C -2.094 0.306 -2.664
C -2.968 1.029 -1.847
C -3.488 2.224 -2.313
C -3.133 2.690 -3.574
C -2.251 1.974 -4.379
C -1.723 0.778 -3.930
C -2.311 -1.883 -0.684
C -3.545 -2.524 -0.718
C -4.126 -2.979 0.461
C -3.491 -2.817 1.685
C -2.257 -2.185 1.761
C -1.685 -1.734 0.580
C 0.221 -2.570 -3.823
Br 1.664 -1.734 -2.897
C 0.546 -3.358 -4.899
F 1.800 -3.572 -5.249
H -3.256 0.661 -0.870
H -4.180 2.786 -1.702
H -3.557 3.616 -3.939
H -1.989 2.346 -5.360
H -1.050 0.215 -4.566
H -4.063 -2.654 -1.659
H -5.096 -3.457 0.421
H -3.965 -3.173 2.590
H -1.763 -2.040 2.712
H -0.841 -1.040 0.778

natural (NBO) population analysis, charges in e, atoms 1 to 2: atom 1 (Mo): 0.955, atom 2 (I): 0.445

=====

Entry 8:
Density functional theory data (ωB97M-V/def2-TZVPD) for CN2O2S2 as an isolated structure.

Summary:
E_HOMO (spin up / spin down) (eV): -9.893 / -9.389
Energy above the lowest of the compared OMol25 structures with the same formula, charge and spin (eV): 2.369

CARTESIAN COORDINATES (ANGSTROEM)
C 0.867 -1.279 1.016
N 0.848 -2.131 1.774
N -1.096 1.888 -0.152
O -1.182 2.074 -1.272
O -0.348 1.192 0.465
S 1.104 -0.366 -0.350
S -0.193 -1.377 -1.481

natural (NBO) population analysis, charges in e, atoms 1 to 2: atom 1 (C): -0.031, atom 2 (N): -0.228

=====

F_max in eV Å⁻¹, matching the order above: 0.498; 3.121; 1.754; 1.378; 1.264; 1.077; 1.191; 4.262